1.
55
Properties=species:S:1:pos:R:3 method="wB97M-V/def2-TZVPD" charge=-1 relative_energy_kj_mol=44.6 spin_multiplicity=2 fmax_ha_per_bohr=0.01486 e_homo_ha="-0.0895 / -0.1258" s_squared=0.76
Fe -0.337 0.434 -0.781
C 1.595 1.999 -2.339
N 1.512 0.583 -1.946
C 2.705 0.306 -1.117
C 2.836 -1.017 -0.344
C 1.633 -1.372 0.558
N 0.912 -0.148 0.788
C 0.919 0.386 1.950
C 0.396 1.697 2.252
C 0.396 2.120 3.587
C -0.013 3.382 3.954
C -0.421 4.259 2.934
C -0.418 3.882 1.617
C -0.020 2.572 1.201
O -0.005 2.274 -0.041
C 1.518 -0.203 -3.188
C 1.061 -1.646 -3.071
C -0.434 -1.754 -2.830
N -0.786 -1.441 -1.456
C -1.518 -2.308 -0.851
C -2.090 -2.186 0.466
C -2.617 -3.335 1.074
C -3.190 -3.300 2.324
C -3.248 -2.056 2.983
C -2.774 -0.908 2.409
C -2.187 -0.904 1.097
O -1.809 0.172 0.553
H 2.519 2.184 -2.913
H 1.566 2.624 -1.453
H 0.727 2.247 -2.945
H 2.752 1.123 -0.397
H 3.600 0.392 -1.757
H 3.731 -0.887 0.272
H 3.059 -1.848 -1.015
H 1.966 -1.845 1.493
H 0.976 -2.069 0.042
H 1.380 -0.155 2.789
H 0.732 1.418 4.344
H -0.017 3.691 4.991
H -0.747 5.261 3.195
H -0.739 4.559 0.835
H 2.525 -0.157 -3.639
H 0.839 0.300 -3.879
H 1.595 -2.187 -2.292
H 1.306 -2.143 -4.015
H -0.802 -2.753 -3.104
H -0.946 -1.024 -3.463
H -1.751 -3.249 -1.368
H -2.558 -4.275 0.531
H -3.585 -4.195 2.786
H -3.686 -2.004 3.975
H -2.830 0.047 2.917
C -1.480 1.099 -2.234
H -2.577 1.088 -2.204
H -1.167 1.270 -3.279

2.
55
Properties=species:S:1:pos:R:3 method="wB97M-V/def2-TZVPD" relative_energy_kj_mol=0.0 fmax_ha_per_bohr=0.02319 e_homo_ha=-0.3227
C -4.498 0.291 -0.664
C -3.234 0.465 0.171
C -2.052 -0.303 -0.414
I -1.495 0.535 -2.311
C -0.864 -0.400 0.571
C -0.483 1.015 1.017
C 0.961 1.219 1.485
C 1.256 2.685 1.605
O 0.417 3.527 1.673
N 2.676 3.015 1.623
C 3.010 3.818 0.473
C 3.155 5.202 0.590
C 3.463 5.951 -0.538
C 3.622 5.335 -1.778
C 3.475 3.954 -1.887
C 3.174 3.195 -0.764
C 0.327 -1.176 -0.024
C 0.010 -2.438 -0.791
C 0.618 -2.631 -2.029
C 0.376 -3.769 -2.790
C -0.494 -4.737 -2.312
C -1.102 -4.567 -1.070
C -2.058 -5.618 -0.551
C -0.843 -3.435 -0.307
O -1.443 -1.174 1.662
C -0.730 -1.267 2.795
N 0.037 -2.466 2.926
O -0.812 -0.454 3.655
H -4.462 0.867 -1.582
H -4.673 -0.758 -0.879
H -5.350 0.637 -0.083
H -3.006 1.515 0.306
H -3.430 -0.011 1.129
H -2.418 -1.296 -0.637
H -0.695 1.741 0.241
H -1.125 1.275 1.852
H 1.709 0.817 0.811
H 1.081 0.822 2.493
H 2.863 3.564 2.454
H 3.023 5.656 1.558
H 3.562 7.021 -0.446
H 3.854 5.920 -2.652
H 3.605 3.491 -2.852
H 3.071 2.123 -0.830
H 0.824 -0.494 -0.708
H 1.060 -1.391 0.749
H 1.285 -1.877 -2.420
H 0.860 -3.855 -3.748
H -0.692 -5.615 -2.908
H -2.915 -5.655 -1.220
H -1.595 -6.594 -0.483
H -2.448 -5.307 0.412
H -1.279 -3.291 0.667
H 1.014 -2.200 2.936
H -0.195 -2.876 3.820

3.
58
Properties=species:S:1:pos:R:3 method="wB97M-V/def2-TZVPD" relative_energy_kj_mol=119.2 fmax_ha_per_bohr=0.01906 e_homo_ha=-0.3255
O -3.110 -2.612 1.624
C -1.978 -2.217 1.402
N -1.490 -1.043 1.813
H -0.570 -0.723 1.525
C -2.299 -0.100 2.560
C -2.691 1.096 1.731
C -3.998 1.258 1.292
C -4.355 2.371 0.549
C -3.404 3.325 0.228
C -2.093 3.157 0.644
C -1.739 2.050 1.393
H -0.714 1.918 1.704
H -1.339 3.884 0.382
H -3.683 4.195 -0.349
H -5.377 2.493 0.219
H -4.740 0.512 1.539
H -3.189 -0.642 2.893
H -1.724 0.229 3.431
C -0.970 -3.105 0.661
N -0.263 -2.447 -0.421
C 1.063 -2.225 -0.266
O 1.673 -2.609 0.717
C 1.809 -1.477 -1.374
N 1.436 -0.084 -1.499
S 1.634 0.822 -0.096
O 0.962 0.204 1.019
O 1.244 2.157 -0.438
C 3.395 0.744 0.166
C 3.917 -0.219 1.009
C 5.291 -0.280 1.183
C 6.114 0.616 0.519
C 5.574 1.577 -0.323
C 4.202 1.642 -0.503
H 3.740 2.379 -1.141
H 6.221 2.273 -0.835
H 7.184 0.566 0.658
H 5.717 -1.027 1.836
H 3.248 -0.906 1.505
H 0.449 0.035 -1.728
H 2.870 -1.509 -1.112
H 1.686 -1.967 -2.344
C -1.034 -2.227 -1.623
H -0.368 -2.032 -2.464
H -1.597 -3.146 -1.832
C -2.050 -1.073 -1.527
C -2.833 -0.891 -2.846
H -3.897 -0.788 -2.635
C -2.275 0.414 -3.415
H -1.389 0.225 -4.024
C -1.889 1.150 -2.135
H -2.774 1.595 -1.665
H -1.122 1.915 -2.255
O -1.355 0.145 -1.292
H -3.002 0.963 -4.008
H -2.694 -1.735 -3.519
H -2.735 -1.261 -0.692
H -1.512 -3.975 0.277
H -0.218 -3.439 1.381

4.
53
Properties=species:S:1:pos:R:3 method="wB97M-V/def2-TZVPD" charge=+1 relative_energy_kj_mol=136.3 fmax_ha_per_bohr=0.03183 e_homo_ha=-0.3761
C 6.042 0.428 2.747
N 4.601 0.297 2.732
C 3.715 1.227 2.256
C 2.401 0.766 2.471
C 1.229 1.569 2.183
C -0.116 0.947 2.353
C -0.390 -0.349 1.893
C -1.600 -0.981 2.185
C -2.597 -0.306 2.937
N -3.803 -0.907 3.197
C -4.164 -2.156 2.563
C -2.972 -3.093 2.440
C -1.810 -2.388 1.741
C -4.937 -0.144 3.678
C -4.501 0.902 4.694
C -3.406 1.785 4.105
C -2.364 1.040 3.335
C -1.145 1.641 3.012
C 2.529 -0.538 3.149
C 1.747 -1.426 3.902
C 2.314 -2.570 4.514
C 3.694 -2.791 4.511
C 4.526 -1.860 3.881
C 3.922 -0.792 3.242
H 6.491 -0.489 3.134
H 6.409 0.563 1.726
H 6.353 1.268 3.386
H 4.027 2.194 1.864
H 1.317 2.586 2.593
H 0.350 -0.925 1.329
H -4.964 -2.612 3.164
H -4.589 -1.950 1.560
H -2.661 -3.418 3.441
H -3.261 -3.990 1.883
H -1.988 -2.393 0.657
H -0.883 -2.947 1.908
H -5.448 0.347 2.826
H -5.653 -0.854 4.114
H -5.365 1.505 4.988
H -4.127 0.398 5.593
H -3.885 2.520 3.443
H -2.911 2.352 4.900
H -0.959 2.675 3.335
H 0.687 -1.222 4.073
H 1.660 -3.301 4.993
H 4.125 -3.680 4.980
H 5.601 -2.007 3.852
N 1.205 2.497 0.491
N 2.282 2.962 -0.349
H 0.734 3.325 0.873
H 0.532 1.976 -0.060
H 3.129 2.925 0.202
H 2.408 2.280 -1.102

5.
59
Properties=species:S:1:pos:R:3 method="wB97M-V/def2-TZVPD" relative_energy_kj_mol=55.2 fmax_ha_per_bohr=0.07404 e_homo_ha=-0.3157
O 0.639 -5.551 -3.152
O 3.695 5.166 -2.991
O 1.512 2.071 2.301
O 1.275 -1.719 -0.989
O 4.739 5.657 1.150
C 0.395 -4.665 -2.364
C 4.035 4.803 -1.875
C 1.533 1.305 1.348
C 0.701 -2.708 -1.424
C 3.922 4.792 1.441
C -7.932 -3.711 0.114
C -3.622 -1.709 -0.868
C -7.291 -4.778 0.749
C -2.968 -2.778 -0.239
C -7.178 -2.682 -0.458
C -5.015 -1.681 -0.953
C -5.894 -4.820 0.813
C -3.729 -3.818 0.312
C -5.778 -2.713 -0.395
C -5.129 -3.791 0.245
N 0.759 0.244 1.348
N 1.340 -3.827 -1.863
N 3.615 4.506 2.714
N -0.873 -4.246 -2.056
N 3.087 4.478 -0.993
C 5.516 4.705 -1.564
C 4.224 5.156 3.872
C 2.438 1.512 0.136
C -1.467 -2.779 -0.127
C -0.810 -2.891 -1.508
C 3.603 2.476 0.393
C 3.169 3.957 0.386
H -9.017 -3.681 0.065
H -3.052 -0.886 -1.288
H -7.878 -5.577 1.191
H -7.686 -1.857 -0.947
H -5.504 -0.845 -1.445
H -5.409 -5.655 1.309
H -3.234 -4.649 0.805
H 0.180 0.110 2.156
H 0.844 -0.430 0.596
H 2.251 -3.773 -2.295
H 2.922 3.784 2.879
H -1.604 -4.516 -2.710
H 2.160 4.643 -1.349
H 6.049 4.442 -2.476
H 5.855 5.678 -1.214
H 5.719 3.965 -0.798
H 3.889 6.194 3.925
H 3.939 4.637 4.789
H 5.312 5.146 3.773
H 2.860 0.544 -0.137
H 1.841 1.860 -0.707
H -1.158 -1.844 0.351
H -1.127 -3.601 0.513
H -1.219 -2.154 -2.205
H 4.353 2.308 -0.378
H 4.061 2.216 1.348
H 2.141 3.977 0.749

6.
60
Properties=species:S:1:pos:R:3 method="wB97M-V/def2-TZVPD" relative_energy_kj_mol=0.0 fmax_ha_per_bohr=0.06314 e_homo_ha=-0.2853
O -0.059 -1.943 7.491
O -2.636 0.266 -0.686
O 0.127 -0.827 -6.532
O 0.836 -1.136 -2.929
N 0.382 1.658 3.407
N 0.514 0.792 4.343
O 0.595 -1.774 5.349
O 2.202 0.722 -1.767
C 0.216 -1.236 6.530
C -2.038 0.232 -1.748
C -1.027 -0.901 -6.162
C -0.007 -1.843 -3.460
C 0.016 3.025 7.275
C -0.157 2.106 8.302
C 0.238 2.571 5.978
C -0.093 0.741 8.026
C 1.104 0.050 1.685
C 0.858 2.397 1.201
C 0.759 1.341 2.109
C 0.295 1.192 5.666
C 1.713 0.907 -0.502
C 0.144 0.245 6.720
C 1.581 -0.179 0.385
C 1.340 2.200 -0.098
N -1.897 -1.567 -6.883
N 0.358 -3.066 -3.862
N -2.166 -0.849 -2.518
C -1.266 1.450 -2.199
C 1.962 -1.585 -0.010
C 1.473 3.387 -1.024
C -0.439 -4.081 -4.552
C -1.502 -0.288 -4.863
C -1.441 -1.313 -3.715
H 0.560 -2.730 5.496
H 1.774 -0.072 -2.175
H -0.023 4.091 7.481
H -0.335 2.448 9.317
H 0.371 3.317 5.202
H -0.228 0.054 8.858
H 1.021 -0.775 2.385
H 0.585 3.393 1.531
H -2.866 -1.591 -6.628
H -1.552 -1.919 -7.759
H 1.329 -3.281 -3.692
H -2.780 -1.526 -2.093
H -0.272 1.163 -2.523
H -1.189 2.136 -1.358
H -1.802 1.939 -3.008
H 2.315 -2.147 0.860
H 1.095 -2.102 -0.428
H 2.765 -1.582 -0.752
H 0.780 4.183 -0.737
H 2.493 3.780 -0.978
H 1.258 3.107 -2.059
H 0.167 -4.978 -4.699
H -0.751 -3.716 -5.531
H -1.315 -4.350 -3.960
H -2.520 0.078 -4.986
H -0.843 0.552 -4.657
H -2.018 -2.167 -4.062

7.
66
Properties=species:S:1:pos:R:3 method="wB97M-V/def2-TZVPD" relative_energy_kj_mol=0.0 fmax_ha_per_bohr=0.01811 e_homo_ha="-0.2604 / -0.2600"
Os 0.636 0.334 -0.232
N 0.776 0.148 1.863
C 2.109 0.532 2.394
C 3.225 -0.205 1.669
C 3.615 0.452 0.360
O 4.766 0.582 0.020
O 2.616 0.887 -0.385
H 0.090 0.766 2.291
H 0.552 -0.811 2.133
H 2.145 0.333 3.467
H 2.204 1.609 2.241
H 2.913 -1.232 1.452
H 4.117 -0.252 2.291
C -1.189 3.479 -2.621
C 0.293 3.482 -2.273
O 0.909 4.609 -2.883
P 1.067 1.974 -2.942
O 2.617 2.081 -2.830
O 0.760 2.070 -4.491
O 0.502 0.706 -2.347
P 0.601 3.626 -0.451
O -0.424 4.772 0.019
O 2.010 4.046 -0.296
O 0.047 2.365 0.201
H -1.334 3.403 -3.698
H -1.637 4.406 -2.267
H -1.690 2.644 -2.130
H 1.767 4.720 -2.440
H 2.907 1.735 -1.918
H 1.339 1.516 -5.028
H -0.005 5.636 -0.061
N 0.856 -1.476 -0.347
C 1.503 -2.180 -1.374
C 1.107 -3.511 -1.548
C 1.683 -4.302 -2.526
C 2.703 -3.789 -3.316
C 3.132 -2.481 -3.130
C 2.527 -1.673 -2.181
H 0.333 -3.898 -0.898
H 1.353 -5.325 -2.658
H 3.173 -4.413 -4.064
H 3.944 -2.087 -3.727
H 2.865 -0.661 -2.034
C -3.484 -0.289 -1.426
C -2.112 -0.160 -1.357
N -1.467 0.054 -0.195
C -2.186 0.093 0.921
C -3.562 -0.106 0.956
C -4.224 -0.252 -0.254
C -4.300 -0.128 2.232
C -3.949 -0.667 3.404
C -2.801 -1.537 3.753
C -2.685 -2.005 5.057
C -1.625 -2.853 5.327
N -0.755 -3.232 4.390
C -0.967 -2.742 3.173
N -1.927 -1.906 2.803
H -3.960 -0.425 -2.386
H -1.480 -0.221 -2.232
H -1.663 0.292 1.836
H -5.301 -0.356 -0.276
H -5.269 0.359 2.199
H -4.647 -0.536 4.224
H -3.385 -1.719 5.827
H -1.467 -3.242 6.326
H -0.273 -3.042 2.393

8.
54
Properties=species:S:1:pos:R:3 method="wB97M-V/def2-TZVPD" relative_energy_kj_mol=387.3 fmax_ha_per_bohr=0.01887 e_homo_ha=-0.3131
C -5.660 -3.980 -2.633
C -4.931 -3.229 -2.045
C -4.074 -2.343 -1.350
C -4.526 -1.079 -0.970
C -3.683 -0.220 -0.296
C -2.379 -0.591 0.012
C -1.936 -1.854 -0.358
C -2.771 -2.723 -1.033
H -2.421 -3.704 -1.321
H -0.928 -2.157 -0.120
C -1.478 0.397 0.725
C -0.252 -0.258 1.276
C 0.969 -0.047 0.788
O 1.239 0.768 -0.287
C 0.121 1.147 -1.055
O -0.307 0.122 -1.893
C 0.657 -0.334 -2.827
C 0.005 -1.402 -3.688
H -0.332 -2.223 -3.062
H 0.718 -1.774 -4.419
H -0.857 -0.988 -4.202
H 1.527 -0.744 -2.298
H 0.996 0.514 -3.443
C -1.095 1.563 -0.216
C -0.932 2.912 0.505
C 0.171 3.019 1.566
C 1.499 3.533 1.001
O 2.584 3.314 1.875
H 2.377 3.703 2.732
H 1.758 3.001 0.086
H 1.411 4.605 0.764
H 0.340 2.051 2.039
H -0.158 3.712 2.347
H -0.768 3.687 -0.249
H -1.892 3.126 0.981
H -1.905 1.691 -0.941
H 0.492 1.999 -1.658
C 2.182 -0.601 1.463
O 2.136 -1.584 2.180
N 3.297 0.113 1.217
C 4.541 -0.134 1.862
C 5.805 0.314 1.197
C 5.308 1.026 2.423
H 5.839 0.892 3.351
H 4.877 2.008 2.297
H 6.679 -0.313 1.280
H 5.723 0.825 0.249
H 4.518 -1.073 2.399
H 3.210 0.975 0.699
H -0.358 -0.923 2.119
H -2.050 0.815 1.564
H -4.045 0.757 -0.002
H -5.537 -0.782 -1.207
H -6.295 -4.637 -3.148